Record 1
{"formula": "C6H4", "method": "the ωB97M-V functional and the def2-TZVPD basis", "homo_lumo_gap_ha": 0.338, "smiles": "C#CC#CC=C", "homo_ev": -8.961, "lumo_ha": 0.00906, "species": ["C", "C", "C", "C", "C", "C", "H", "H", "H", "H"], "positions_angstrom": [[-1.391, 1.032, -3.195], [-0.984, 0.879, -2.039], [-0.526, 0.688, -0.721], [-0.023, 0.338, 0.351], [0.417, -0.099, 1.652], [1.168, -1.184, 1.815], [-1.613, 1.307, -4.199], [0.068, 0.486, 2.517], [1.359, -1.619, 2.792], [1.523, -1.827, 1.027]], "nbo_charge": [-0.170, -0.080, -0.082, 0.057, -0.286, -0.318, 0.240, 0.233, 0.201, 0.203]}

Record 2
{"formula": "C6H42O15", "method": "the ωB97M-V functional and the def2-TZVPD basis", "homo_lumo_gap_ha": 0.363, "homo_ev": -9.770, "lumo_ha": 0.00362, "species": ["C", "C", "C", "C", "C", "C", "H", "H", "H", "H", "H", "H", "H", "H", "H", "H", "H", "H", "H", "H", "O", "H", "H", "O", "H", "H", "O", "H", "H", "O", "H", "H", "O", "H", "H", "O", "H", "H", "O", "H", "H", "O", "H", "H", "O", "H", "H", "O", "H", "H", "O", "H", "H", "O", "H", "H", "O", "H", "H", "O", "H", "H", "O"], "positions_angstrom": [[-3.412, 0.739, -2.216], [-2.654, 1.978, -1.709], [-1.741, 1.626, -0.493], [-0.302, 1.679, -0.929], [0.770, 0.911, -0.803], [2.051, 1.064, -1.551], [-2.872, -0.175, -1.965], [-3.741, 0.903, -3.244], [-4.351, 0.612, -1.670], [-3.291, 2.862, -1.646], [-2.001, 2.225, -2.565], [-2.068, 0.678, -0.074], [-1.968, 2.413, 0.231], [-0.173, 2.466, -1.676], [0.710, 0.082, -0.094], [2.970, 0.694, -1.090], [2.266, 2.143, -1.577], [2.196, 0.618, -2.539], [3.315, 0.328, 2.869], [2.364, 0.547, 1.720], [2.436, 0.675, 2.673], [-2.650, -1.137, 1.482], [-1.747, -0.062, 1.030], [-2.354, -0.255, 1.756], [-1.412, 4.829, 1.105], [-1.793, 4.222, 2.386], [-1.041, 4.239, 1.777], [-2.222, -2.999, -0.281], [-1.826, -2.864, 1.264], [-2.468, -2.674, 0.583], [-0.483, 0.176, -4.194], [-0.288, -0.054, -2.628], [-0.143, -0.407, -3.513], [3.711, -2.288, 2.682], [2.742, -2.834, 1.680], [3.619, -2.397, 1.731], [-2.127, 0.429, 3.757], [-0.887, 0.223, 4.667], [-1.687, 0.742, 4.556], [3.492, -2.908, -2.646], [2.696, -1.779, -1.921], [3.030, -2.082, -2.771], [0.717, 1.314, 2.255], [-0.693, 1.679, 2.569], [-0.180, 1.219, 1.892], [1.471, -2.965, -3.206], [0.146, -2.186, -3.276], [0.501, -3.076, -3.169], [4.833, 0.298, 0.560], [4.018, -0.806, 1.471], [4.541, 0.029, 1.423], [0.464, -2.946, 1.792], [0.674, -3.527, 0.340], [1.112, -3.333, 1.188], [-0.291, -3.181, -1.728], [-0.625, -4.634, -0.985], [-0.666, -3.682, -0.953], [-1.315, 4.476, -1.573], [-0.332, 4.012, -0.394], [-0.685, 4.751, -0.906], [0.653, -0.733, 2.820], [-0.865, -0.617, 2.896], [-0.143, -1.279, 2.829]], "nbo_charge": [-0.615, -0.396, -0.445, -0.187, -0.214, -0.684, 0.208, 0.211, 0.211, 0.208, 0.180, 0.200, 0.249, 0.181, 0.199, 0.210, 0.229, 0.243, 0.506, 0.478, -0.976, 0.503, 0.478, -0.983, 0.484, 0.468, -0.951, 0.515, 0.483, -0.992, 0.494, 0.499, -0.982, 0.471, 0.518, -0.968, 0.487, 0.475, -0.959, 0.483, 0.486, -0.943, 0.492, 0.491, -0.985, 0.498, 0.502, -0.989, 0.485, 0.498, -1.020, 0.505, 0.505, -1.015, 0.519, 0.494, -1.026, 0.476, 0.496, -0.961, 0.488, 0.501, -1.015]}

Record 3
{"formula": "C6H4AuCl2N2O3Pm", "method": "the ωB97M-V functional and the def2-TZVPD basis", "homo_lumo_gap_ha": [0.308, 0.214], "homo_ev": [-23.261, -22.942], "spin_multiplicity": 7, "lumo_ha": [-0.54646, -0.62900], "charge": 4, "species": ["Pm", "Au", "Cl", "Cl", "C", "C", "C", "O", "O", "O", "N", "C", "C", "C", "N", "H", "H", "H", "H"], "positions_angstrom": [[-0.321, 0.047, -5.484], [-0.006, -1.994, 1.165], [-1.289, 2.314, -5.130], [1.623, -1.690, -0.368], [-1.372, -2.367, 2.450], [-0.860, 0.386, -7.841], [-0.021, -1.800, -7.071], [-2.228, -2.434, 3.236], [-1.106, 0.475, -8.972], [0.132, -2.658, -7.841], [0.962, -0.058, 3.823], [1.249, 0.890, 4.753], [0.505, 2.008, 4.391], [-0.220, 1.628, 3.218], [0.059, 0.358, 2.884], [1.369, -0.983, 3.738], [1.960, 0.699, 5.548], [0.477, 2.965, 4.875], [-0.915, 2.213, 2.625]], "lowdin_spin": [4.058, 0.217, -0.045, 0.718, 0.012, -0.008, -0.009, 0.011, 0.003, 0.001, 0.110, 0.221, 0.437, 0.046, 0.211, 0.001, 0.004, 0.015, -0.002]}

Record 4
{"formula": "C6H4AuCl2N2O3Tl", "method": "the ωB97M-V functional and the def2-TZVPD basis", "homo_lumo_gap_ha": [0.193, 0.220], "homo_ev": [-25.132, -25.829], "spin_multiplicity": 3, "lumo_ha": [-0.73091, -0.72887], "charge": 4, "species": ["Tl", "Au", "Cl", "Cl", "C", "C", "C", "O", "O", "O", "N", "C", "C", "C", "N", "H", "H", "H", "H"], "positions_angstrom": [[-1.072, 0.367, -3.448], [0.976, 0.640, -0.047], [0.076, -1.198, -1.213], [-0.057, 2.326, -1.907], [1.902, 2.165, 0.665], [0.751, -1.692, -4.379], [0.864, 1.750, -5.079], [2.408, 3.176, 0.897], [1.296, -2.694, -4.491], [1.550, 2.512, -5.601], [-0.038, -1.433, 2.224], [-0.907, -1.685, 3.235], [-1.733, -0.572, 3.333], [-1.305, 0.323, 2.333], [-0.228, -0.193, 1.704], [0.661, -2.060, 1.838], [-0.884, -2.593, 3.810], [-2.526, -0.424, 4.041], [-1.734, 1.285, 2.083]], "lowdin_spin": [0.499, 0.010, 0.082, 0.187, 0.001, 0.104, 0.086, 0.001, 0.011, 0.010, 0.097, 0.187, 0.446, 0.110, 0.154, 0.000, 0.003, 0.013, 0.001]}

Record 5
{"formula": "C6H4Br2S2", "method": "the ωB97M-V functional and the def2-TZVPD basis", "homo_lumo_gap_ha": 0.342, "smiles": "BrC1=C[C@H]2S[C@H]2[C@]2(Br)S[C@H]12", "homo_ev": -9.200, "lumo_ha": 0.00398, "species": ["Br", "C", "C", "C", "S", "C", "C", "Br", "S", "C", "H", "H", "H", "H"], "positions_angstrom": [[-2.111, -1.163, -2.676], [-1.046, -0.491, -1.200], [0.033, -1.054, -0.662], [0.901, -0.308, 0.235], [1.854, 1.082, -0.414], [0.500, 1.043, 0.788], [-0.887, 1.556, 0.406], [-0.903, 3.455, 0.356], [-2.403, 0.777, 1.021], [-1.599, 0.863, -0.646], [0.229, -2.071, -1.035], [1.445, -1.074, 0.956], [0.605, 1.444, 1.820], [-2.035, 1.302, -1.474]], "nbo_charge": [0.066, -0.007, -0.260, -0.340, 0.198, -0.346, -0.210, 0.078, 0.187, -0.363, 0.241, 0.252, 0.256, 0.248]}

Record 6
{"formula": "C6H4BrF3", "method": "the ωB97M-V functional and the def2-TZVPD basis", "homo_lumo_gap_ha": [0.264, 0.265], "homo_ev": [-8.341, -8.677], "lumo_ha": [-0.04270, -0.05427], "species": ["C", "C", "C", "C", "C", "C", "F", "F", "F", "Br", "H", "H", "H", "H"], "positions_angstrom": [[0.712, -0.602, 0.078], [-0.413, -1.534, -0.010], [0.627, 0.694, -0.198], [-2.394, -0.166, 0.591], [-1.713, -1.250, 0.117], [1.831, 1.563, -0.037], [1.498, 2.812, -0.230], [2.496, 1.466, 1.109], [2.739, 1.252, -0.987], [-3.879, 0.562, -0.234], [1.680, -1.143, 0.523], [-0.296, -2.625, -0.135], [-2.523, -1.968, -0.055], [-0.367, 0.939, -0.530]], "nbo_charge": [-0.165, -0.182, -0.301, -0.035, -0.408, 0.960, -0.309, -0.313, -0.332, 0.129, 0.234, 0.225, 0.257, 0.239]}

Record 7
{"formula": "C6H4BrF3IN", "method": "the ωB97M-V functional and the def2-TZVPD basis", "homo_lumo_gap_ha": [0.235, 0.201], "homo_ev": [-6.205, -9.412], "spin_multiplicity": 3, "lumo_ha": [0.00675, -0.14461], "species": ["C", "C", "C", "C", "C", "C", "N", "F", "F", "F", "Br", "I", "H", "H", "H", "H"], "positions_angstrom": [[0.530, -0.582, -0.599], [-1.472, -1.398, 0.420], [-0.412, -1.530, -0.623], [0.581, 0.569, 0.396], [-0.323, 0.279, 1.582], [-0.854, 1.653, 2.110], [-1.437, -0.593, 1.389], [-1.619, 2.124, 1.143], [-1.558, 1.601, 3.197], [0.171, 2.450, 2.315], [-0.538, -2.988, -1.865], [0.827, -0.758, 3.191], [1.288, -0.718, -1.356], [-2.369, -2.155, 0.351], [1.652, 0.703, 0.795], [0.000, 1.347, -0.096]], "lowdin_spin": [0.086, 0.176, 0.003, 0.042, 0.362, 0.012, 0.053, 0.015, -0.001, 0.004, -0.006, 1.210, 0.003, 0.007, 0.020, 0.013]}

Record 8
{"formula": "C6H4BrN2O3PS", "method": "the ωB97M-V functional and the def2-TZVPD basis", "homo_lumo_gap_ha": 0.305, "homo_ev": -9.561, "lumo_ha": -0.04638, "species": ["O", "P", "O", "O", "C", "C", "Br", "C", "C", "C", "N", "S", "N", "C", "H", "H", "H", "H"], "positions_angstrom": [[2.559, -0.659, 1.349], [1.871, -1.062, 0.107], [1.465, -2.621, 0.283], [2.820, -0.946, -1.184], [0.364, -0.019, -0.028], [0.499, 1.330, -0.235], [2.236, 2.130, -0.378], [-0.675, 2.184, -0.335], [-1.924, 1.688, -0.203], [-2.121, 0.292, 0.037], [-3.251, -0.380, 0.221], [-2.890, -1.938, 0.415], [-1.266, -1.881, 0.299], [-0.955, -0.606, 0.109], [1.001, -2.638, 1.135], [3.588, -0.454, -0.846], [-0.510, 3.252, -0.495], [-2.810, 2.329, -0.252]], "nbo_charge": [-1.112, 2.331, -0.953, -0.966, -0.499, -0.011, 0.101, -0.226, -0.180, 0.075, -0.588, 0.948, -0.634, 0.195, 0.514, 0.525, 0.240, 0.240]}